182
Properties=species:S:1:pos:R:3 method="wB97M-V/def2-TZVPD" orbital_gap_ev=6.2 homo_energy_ev=-11.27 total_charge=+2 e_above_lowest_kcal_mol=106.28 spin_multiplicity=1 total_energy_ha=-2503.40168
H -1.463 -0.130 -3.292
H -1.168 -0.428 -0.835
H -3.078 -0.025 0.770
N -0.680 -1.458 -4.719
H 4.514 2.985 5.124
H 0.562 5.862 2.035
H 1.713 4.513 -6.850
H -6.503 1.020 1.016
H -4.603 4.545 -1.102
H -0.259 0.994 -5.985
H 0.939 -2.355 2.956
C -6.290 1.638 2.966
C 0.722 -1.244 -0.135
C 3.046 4.197 -5.089
H 2.510 -4.680 -2.062
H -2.423 -4.772 5.899
N -1.050 -3.977 4.412
C -2.597 3.505 1.436
C 0.806 5.514 3.038
H -1.948 1.210 -5.407
C -0.674 -0.543 0.130
H -1.647 2.809 -0.355
H -5.894 2.648 3.073
H 1.456 -0.838 0.561
H 7.279 -3.042 -0.234
C -2.538 3.361 -0.056
H 6.805 3.542 -2.674
C 2.294 3.718 -6.381
H 2.201 1.809 5.010
H -1.843 4.144 1.896
H -0.284 -3.567 1.095
H 2.423 4.364 -4.210
C 0.496 -1.634 -5.646
N 1.724 3.635 4.124
H -3.575 -3.077 -4.821
H 3.050 -5.307 -0.684
H 0.184 -1.181 -6.587
C -0.917 1.009 -5.116
H 4.806 4.829 5.205
H -1.827 3.639 -2.979
H 1.614 -3.279 -6.640
C 2.731 4.244 5.096
H 7.115 -0.522 0.033
H 1.793 -3.466 4.096
H 3.364 -2.369 -2.955
C 2.900 1.780 -3.001
H 2.590 5.322 5.021
C -6.054 2.987 -1.378
H 2.908 3.420 -7.231
H -1.845 -2.775 -6.099
H 3.478 5.180 -5.276
H 5.353 -0.871 -2.945
N -3.705 2.844 -0.720
H -3.368 -0.889 3.968
H 2.349 -3.899 -0.565
H 3.766 -2.628 1.455
C -4.916 3.610 -0.635
H -2.136 -1.053 -6.117
N -5.246 0.654 2.970
H 4.845 -3.804 0.715
C 0.835 1.486 3.454
O -1.675 -0.966 1.057
H 0.323 -4.014 -2.725
H -6.055 -0.236 5.361
H -3.243 -4.997 3.492
C -0.155 -2.885 4.922
H -6.533 -0.962 2.433
H -6.148 1.931 -1.127
N -0.598 -3.612 -2.627
H -5.106 -1.478 3.009
H 1.033 -0.811 -1.086
H -2.458 4.325 -0.558
C 1.684 4.259 2.843
C 6.314 2.971 -3.462
N 5.709 -2.424 -1.430
H 1.466 3.053 -6.136
H -4.251 1.959 -2.518
H 4.478 1.182 -4.336
C -1.879 -1.888 -5.466
H -3.551 3.858 1.828
H 3.811 -3.957 -1.372
C 0.086 -5.964 5.780
N -4.004 0.362 0.659
C 4.788 -1.927 -0.411
C 4.720 -2.745 0.941
H -0.778 1.966 -4.612
C -4.278 1.065 4.049
H 0.257 -0.082 -3.733
C -0.444 -5.326 4.450
H 3.785 -1.777 -0.811
H -3.867 2.047 3.813
H -0.577 -2.849 -3.288
H 5.411 4.828 -4.013
H -1.525 -4.568 1.485
C -7.066 1.658 1.698
H 2.960 2.145 3.483
H -1.594 -2.875 1.714
H 1.120 3.638 2.147
C 2.025 2.258 4.032
H 1.982 2.352 -3.134
H 2.451 4.116 6.141
H 7.737 -0.262 -1.577
C -3.408 2.478 -2.062
H -2.707 -2.311 -3.464
C 1.084 -2.644 3.997
H 4.518 4.006 -2.870
H -2.267 0.297 4.747
H -6.598 -1.721 4.880
H 7.031 2.844 -4.273
H 2.657 4.438 2.385
H -4.376 -4.239 4.663
H -3.713 -1.339 -4.600
H 5.590 -2.653 1.590
H -0.063 -3.488 -6.483
C -2.322 -4.030 5.107
H 6.208 1.975 -3.032
H 0.633 -6.850 5.461
H 1.401 -1.208 -5.215
C -5.827 -0.688 3.218
C 4.231 3.991 4.812
H 3.001 1.460 -5.122
H 0.125 -3.048 5.963
H 4.383 -3.704 -3.454
H -4.110 1.283 0.258
H -0.579 0.523 0.335
H -3.414 -3.205 3.552
O 0.870 -2.652 -0.279
H -0.850 -3.940 2.712
H -7.642 -0.442 4.428
H -1.335 -4.302 -2.595
H -2.323 2.618 2.007
H -4.347 -0.289 -0.033
C -3.037 -2.188 -4.495
H 8.712 -1.092 -0.314
H -2.645 1.702 -2.006
H 4.068 -2.185 -4.452
H 7.666 -2.987 -1.860
H -1.253 -5.866 3.959
H -4.610 1.221 5.075
H 4.383 3.987 3.732
H -3.050 4.638 -2.733
H 0.048 1.588 4.201
N -1.042 -3.720 1.745
H -8.062 1.255 1.880
H 0.544 1.786 2.448
H -5.271 3.759 0.384
H -3.153 3.453 -4.071
C 7.143 -2.401 -1.105
H 0.348 -5.360 3.702
H 5.025 -0.904 -0.118
H 1.642 -1.846 4.487
H 1.002 -3.785 -5.132
H 1.238 0.474 3.418
C -2.915 3.594 -3.017
H -0.063 5.392 3.684
H -2.525 0.245 3.039
H -4.541 0.386 1.514
H 0.717 -5.220 6.266
C -3.434 -4.131 4.126
C -3.042 0.151 3.994
C 3.637 1.877 -4.341
H 6.407 -2.197 -3.414
C -0.760 -0.105 -4.125
H -6.035 3.113 -2.461
H -6.862 1.627 3.894
H -6.985 3.542 -1.263
H 1.334 6.302 3.576
C 5.546 -1.934 -2.799
C 5.039 3.824 -3.810
H -2.354 -3.089 5.654
N 2.941 -4.435 -1.182
C 0.796 -3.088 -5.945
H 2.697 0.777 -2.627
H -0.462 -3.224 -1.704
H -0.732 -6.306 6.414
C -6.585 -0.691 4.524
C 7.721 -0.974 -0.752
H -0.824 -2.026 4.958
N 4.090 3.231 -4.764
C 4.288 -2.618 -3.477
H -7.134 2.590 1.138
H 3.500 2.127 -2.160